A molecular structure, C46H42BrN3O6P2PbS, computed with the ωB97M-V functional and the def2-TZVPD basis.

Net charge = -2
Largest force on an atom = 0.006 hartree/bohr
HOMO-LUMO gap = 4.90 eV
LUMO energy = 3.57 eV

Geometry as XYZ:
```
102
Properties=species:S:1:pos:R:3:forces:R:3:lowdin_charge:R:1
Pb 0.04060 -1.59339 2.54312 0.091 -0.084 -0.063 1.34
O 2.21187 -1.45944 0.10895 -0.111 0.039 0.037 -0.35
P 2.43516 -0.95321 -1.25560 0.145 -0.005 -0.038 0.72
C 1.51300 0.55266 -1.74808 -0.045 -0.043 0.023 -0.27
P -0.23819 0.48518 -1.26304 0.269 -0.082 0.048 0.72
O -0.39378 0.08204 0.14704 -0.273 0.058 0.034 -0.38
C -0.90680 2.13721 -1.56443 0.028 0.033 -0.024 -0.25
C -1.60262 2.71384 -0.50815 -0.020 0.007 0.013 -0.05
C -2.16064 3.97693 -0.65581 0.008 -0.027 0.020 -0.07
C -2.01774 4.66361 -1.85126 -0.007 0.007 -0.015 -0.09
C -1.32641 4.08663 -2.91198 -0.008 0.006 -0.005 -0.10
C -0.77685 2.82294 -2.77070 0.015 0.011 0.040 -0.09
C -1.08730 -0.60847 -2.41781 0.017 0.088 -0.075 -0.26
C -2.04814 -1.45211 -1.87813 -0.101 -0.061 -0.038 -0.06
C -2.76936 -2.30548 -2.70569 0.008 0.054 0.078 -0.07
C -2.52457 -2.31562 -4.06783 0.028 0.011 -0.031 -0.09
C -1.55629 -1.47484 -4.61277 -0.032 -0.048 -0.008 -0.10
C -0.84204 -0.62140 -3.79209 0.037 -0.019 0.020 -0.10
C 1.95800 -2.18011 -2.50045 -0.018 -0.025 0.046 -0.26
C 2.44420 -2.22770 -3.80238 0.015 -0.003 -0.021 -0.09
C 1.95826 -3.17681 -4.69080 0.020 0.025 -0.007 -0.10
C 0.97855 -4.07134 -4.28176 -0.040 -0.014 0.021 -0.10
C 0.49205 -4.02962 -2.98173 0.014 0.000 -0.016 -0.07
C 0.98819 -3.09300 -2.08736 0.021 -0.008 -0.017 -0.07
C 4.16625 -0.48901 -1.50324 0.034 0.009 -0.029 -0.26
C 5.01679 -0.81321 -0.44738 -0.072 -0.049 -0.036 -0.07
C 6.35600 -0.45272 -0.50713 0.032 0.027 -0.033 -0.07
C 6.84638 0.22896 -1.61170 -0.002 -0.009 0.026 -0.10
C 5.99718 0.56716 -2.65871 -0.013 0.008 -0.026 -0.10
C 4.65743 0.21465 -2.60063 -0.003 -0.009 -0.013 -0.10
H 1.64632 0.73203 -2.81861 -0.006 0.012 0.008 0.06
H 1.94678 1.38646 -1.18616 -0.008 0.003 0.028 0.06
H -1.70253 2.16986 0.42435 0.023 0.009 0.007 0.09
H -2.70544 4.41015 0.17388 0.001 0.014 -0.004 0.10
H -2.44786 5.65166 -1.96405 -0.001 0.000 0.001 0.10
H -1.21963 4.62217 -3.84752 -0.001 0.002 0.002 0.09
H -0.24933 2.37109 -3.60334 0.015 0.010 -0.003 0.09
H -2.23531 -1.46539 -0.81126 0.028 0.018 0.017 0.08
H -3.50706 -2.95380 -2.25031 0.002 -0.014 -0.034 0.09
H -3.07705 -2.98861 -4.71315 0.002 0.003 -0.002 0.10
H -1.34985 -1.49926 -5.67606 -0.002 -0.001 0.000 0.10
H -0.07461 0.01249 -4.22513 -0.030 -0.016 0.021 0.09
H 3.21682 -1.53788 -4.12221 -0.009 -0.014 -0.010 0.09
H 2.34498 -3.21856 -5.70227 0.000 0.002 0.003 0.09
H 0.59189 -4.80349 -4.98093 -0.001 0.000 0.004 0.10
H -0.27980 -4.71431 -2.65284 0.004 -0.003 -0.011 0.09
H 0.62176 -3.06464 -1.06665 0.002 0.028 0.005 0.08
H 4.60595 -1.28646 0.43907 0.040 0.001 0.017 0.09
H 7.00370 -0.68165 0.32922 -0.014 -0.009 0.013 0.11
H 7.88993 0.51784 -1.65060 0.003 0.000 -0.002 0.09
H 6.37584 1.11816 -3.51115 0.000 0.000 -0.002 0.09
H 3.99459 0.50744 -3.40764 0.008 0.014 -0.001 0.09
C -5.88241 -1.18861 3.46135 0.015 -0.005 -0.013 -0.07
C -4.93170 -1.76220 2.45486 -0.007 0.008 0.005 -0.29
C -5.30009 -2.53777 1.42034 0.000 -0.006 -0.016 -0.12
C -4.32244 -3.15719 0.55973 -0.041 -0.019 0.024 -0.21
C -3.05023 -3.13646 1.10815 0.072 0.024 0.016 -0.79
Br -1.76344 -4.40378 0.30196 -0.004 0.001 -0.012 0.61
N -2.58973 -2.47622 2.11138 -0.031 -0.013 0.002 -0.06
C -3.46852 -1.40803 2.60311 -0.018 0.010 -0.011 -0.26
H -6.91132 -1.49310 3.25122 -0.001 0.000 0.000 0.06
H -5.84699 -0.09304 3.47443 -0.001 0.004 0.007 0.06
H -5.62695 -1.52194 4.47357 -0.009 0.001 0.006 0.07
H -6.35405 -2.76012 1.26173 -0.002 0.001 0.010 0.09
H -4.59767 -3.87604 -0.19631 0.005 0.010 -0.012 0.05
H -3.23019 -1.28144 3.66444 -0.022 0.003 -0.002 0.13
C 1.59156 4.59356 -0.11749 -0.027 -0.033 -0.013 -0.06
C 2.00821 3.41890 0.72999 -0.013 -0.015 -0.012 -0.29
C 1.17780 2.92122 1.72900 -0.008 0.014 -0.014 -0.04
C 1.55807 1.84162 2.51602 -0.004 -0.067 -0.041 -0.05
C 2.78080 1.22967 2.28992 -0.029 0.076 0.070 -0.26
C 3.61745 1.70042 1.28780 0.029 0.026 0.063 -0.07
C 3.23456 2.79012 0.51829 0.032 -0.020 -0.013 -0.07
S 3.40526 -0.00619 3.42064 -0.049 -0.094 -0.084 0.53
O 3.88682 0.74722 4.57540 0.049 -0.011 -0.029 -0.35
O 4.48414 -0.66475 2.68142 0.015 -0.016 -0.006 -0.37
N 2.16636 -0.89884 3.74154 0.019 0.067 0.139 -0.33
C 2.26863 -1.57879 5.03581 -0.049 0.012 0.006 -0.23
C 1.03847 -2.41030 5.43616 -0.006 -0.004 -0.033 -0.68
O 1.10307 -2.99282 6.51944 0.005 0.017 -0.007 -0.03
O 0.03436 -2.46049 4.63763 0.059 0.032 0.033 -0.24
H 0.81083 5.17456 0.37405 -0.004 0.005 0.009 0.07
H 1.18937 4.26644 -1.08122 -0.014 -0.006 -0.011 0.06
H 2.43815 5.25377 -0.31872 -0.003 0.000 -0.003 0.07
H 0.21332 3.38716 1.90568 -0.013 -0.010 -0.004 0.10
H 0.89000 1.45686 3.27936 -0.006 0.032 0.011 0.08
H 4.57491 1.21901 1.14506 -0.004 0.031 -0.011 0.09
H 3.90380 3.16341 -0.25283 -0.004 -0.001 -0.001 0.11
H 2.42672 -0.86583 5.85000 0.002 0.001 -0.001 0.11
H 3.11254 -2.27844 5.07081 -0.004 0.001 -0.003 0.11
N -1.02229 0.28835 3.30731 -0.015 0.020 -0.033 -0.04
C -2.09980 0.74668 2.83437 -0.004 -0.031 0.000 -0.44
C -2.49952 2.14143 3.16912 -0.021 -0.009 0.009 -0.06
C -3.56700 2.74683 2.63405 0.007 0.032 0.003 -0.13
C -4.44341 2.03777 1.70182 -0.033 -0.010 -0.005 -0.13
C -4.22535 0.75770 1.39421 0.024 -0.013 0.017 -0.07
C -3.06558 -0.03282 1.92300 0.023 0.029 -0.013 -0.20
H -1.84788 2.64853 3.87318 0.002 -0.009 0.003 0.10
H -3.80724 3.77343 2.89737 0.004 -0.002 0.000 0.08
H -5.28845 2.56773 1.27341 -0.001 0.000 0.000 0.09
H -4.89803 0.23404 0.72282 0.005 0.008 -0.012 0.11
H -2.47432 -0.32082 1.04656 -0.012 -0.025 0.018 0.10
```
Positions in Å, forces in eV/Å.

=====

A molecular structure, C46H43CrN3O2PS at a distorted geometry, computed with the ωB97M-V functional and the def2-TZVPD basis.

Net charge = +2
Largest force on an atom = 0.022 hartree/bohr
HOMO-LUMO gap (alpha / beta) = 6.95 / 8.23 eV
LUMO energy (alpha / beta) = -6.65 / -5.37 eV
Multiplicity = 4

Geometry as XYZ:
```
97
Properties=species:S:1:pos:R:3:forces:R:3:lowdin_spin:R:1
Cr 1.60883 0.06463 0.36812 -0.442 -0.197 -0.584 3.02
N 3.44972 -1.90517 -0.92979 -0.309 0.191 -0.035 0.01
C 4.27979 -0.82530 -0.61207 0.193 -0.093 0.146 0.00
C 5.58852 -0.76700 -1.07864 0.042 0.036 -0.104 0.00
C 6.42654 0.20573 -0.57447 -0.188 -0.014 0.008 0.00
C 5.93427 1.07671 0.39311 -0.018 -0.017 -0.028 0.00
C 4.60577 1.00014 0.73890 0.172 0.120 0.172 0.00
N 3.77017 0.08251 0.22236 0.091 -0.088 -0.477 -0.03
C 2.76571 -2.53268 0.10452 0.168 -0.255 0.110 0.00
C 2.59099 -3.91321 0.11606 0.076 -0.015 0.027 0.00
C 1.94488 -4.49499 1.18532 0.060 0.160 -0.106 0.00
C 1.54293 -3.69374 2.25202 0.105 0.019 0.109 0.00
C 1.75585 -2.33997 2.16854 0.333 -0.199 0.178 0.01
N 2.30814 -1.75385 1.09167 -0.309 -0.244 0.267 -0.02
H 3.79549 -2.52281 -1.64750 0.014 -0.008 0.001 0.00
H 5.93612 -1.48831 -1.80515 0.015 -0.059 0.039 0.00
H 7.45445 0.26917 -0.90255 0.014 -0.019 -0.021 0.00
H 6.57159 1.81941 0.84917 -0.039 0.031 0.029 0.00
H 4.17520 1.69018 1.44803 -0.027 0.012 -0.055 0.00
H 2.95980 -4.50725 -0.70787 0.018 -0.021 -0.003 0.00
H 1.77269 -5.56256 1.19447 0.019 -0.009 0.035 0.00
H 1.05630 -4.11180 3.12035 0.043 -0.006 0.044 0.00
H 1.49470 -1.67434 2.98282 -0.076 -0.018 -0.034 0.00
O -0.22828 0.86426 0.56720 -0.120 -0.573 0.150 0.02
S -0.98079 1.60377 1.68278 -0.738 0.815 -0.303 0.01
C -2.72665 1.41089 1.26376 0.124 -0.531 0.064 0.00
C -3.67531 1.62479 2.24883 0.219 -0.037 0.132 0.00
C -5.01691 1.59913 1.89822 0.012 -0.005 0.037 0.00
C -5.38710 1.35871 0.58300 -0.091 0.017 -0.019 0.00
C -4.42257 1.13489 -0.38987 0.056 -0.025 0.022 0.00
C -3.08058 1.16777 -0.04936 0.086 -0.069 -0.026 0.00
C -1.06420 3.34040 1.21090 0.437 0.044 0.217 0.00
C -1.03577 3.72496 -0.11723 -0.072 -0.090 -0.084 0.00
C -1.28079 5.05254 -0.42673 -0.301 -0.113 0.045 0.00
C -1.54474 5.97049 0.58151 -0.086 -0.012 0.003 0.00
C -1.55661 5.56995 1.91002 -0.046 0.057 -0.053 0.00
C -1.32091 4.24210 2.23207 0.134 -0.141 0.052 0.00
H -3.36777 1.83561 3.26554 -0.073 -0.061 0.065 0.00
H -5.76876 1.76371 2.65768 -0.015 0.030 -0.016 0.00
H -6.43342 1.35966 0.30963 -0.020 -0.045 0.028 0.00
H -4.70833 0.94069 -1.41582 -0.002 0.015 0.007 0.00
H -2.31421 1.01683 -0.79318 -0.053 0.010 0.031 0.00
H -0.82492 2.99872 -0.89148 0.029 0.018 -0.012 0.00
H -1.27316 5.37280 -1.45960 0.004 0.004 -0.011 0.00
H -1.74397 7.00227 0.32725 0.013 0.025 0.012 0.00
H -1.75843 6.28595 2.69427 -0.004 0.009 0.011 0.00
H -1.35500 3.90673 3.26167 0.054 0.059 0.037 0.00
O 0.29024 -1.52732 -0.52695 0.595 0.871 0.147 0.01
P -0.98141 -2.33012 -0.69528 -0.223 -0.379 0.083 0.00
C -1.96997 -2.40583 0.82478 0.126 0.250 -0.229 0.00
C -1.33553 -2.11696 2.02756 -0.045 0.198 -0.126 0.00
C -2.00130 -2.25140 3.23425 0.020 0.034 0.043 0.00
C -3.32404 -2.66638 3.24374 -0.008 0.019 0.021 0.00
C -3.96983 -2.94335 2.04726 -0.101 -0.041 0.012 0.00
C -3.29817 -2.82217 0.84096 -0.030 0.054 -0.071 0.00
C -0.58361 -4.05314 -1.06367 -0.133 0.297 -0.118 0.00
C 0.26881 -4.27920 -2.14386 -0.033 0.008 0.019 0.00
C 0.62650 -5.57265 -2.48231 0.060 0.053 -0.040 0.00
C 0.11723 -6.64262 -1.75562 -0.041 -0.048 0.021 0.00
C -0.75115 -6.42163 -0.69623 0.071 -0.038 0.000 0.00
C -1.09372 -5.12443 -0.33890 0.005 0.049 0.020 0.00
C -1.98428 -1.70673 -2.05480 0.162 -0.062 0.241 0.00
C -3.04630 -2.46289 -2.54741 0.036 -0.025 -0.032 0.00
C -3.91064 -1.91211 -3.48013 -0.020 0.013 0.026 0.00
C -3.70786 -0.61172 -3.92459 0.037 0.011 0.004 0.00
C -2.61116 0.11790 -3.48413 0.006 0.025 -0.031 0.00
C -1.74298 -0.42924 -2.55249 0.066 -0.134 -0.025 0.00
H -0.31240 -1.77814 2.00144 -0.290 0.060 0.008 0.00
H -1.49073 -2.03474 4.16421 -0.017 0.028 0.012 0.00
H -3.85364 -2.76701 4.18153 -0.010 -0.018 -0.003 0.00
H -5.00367 -3.26119 2.05677 -0.005 -0.003 -0.022 0.00
H -3.81382 -3.05009 -0.08187 -0.047 0.021 0.001 0.00
H 0.64697 -3.42943 -2.70172 0.032 -0.057 -0.096 0.00
H 1.29158 -5.75556 -3.31601 -0.008 0.010 -0.021 0.00
H 0.39197 -7.65322 -2.02632 -0.021 -0.017 -0.010 0.00
H -1.16525 -7.25876 -0.15056 0.026 -0.005 0.027 0.00
H -1.74991 -4.94962 0.50376 -0.024 -0.043 -0.017 0.00
H -3.17582 -3.48735 -2.21848 -0.082 -0.002 -0.013 0.00
H -4.74221 -2.48974 -3.86041 0.012 -0.020 0.009 0.00
H -4.39917 -0.16832 -4.62855 0.018 -0.027 -0.054 0.00
H -2.44091 1.11727 -3.86165 0.021 0.008 -0.032 0.00
H -0.87340 0.11732 -2.20476 -0.058 0.051 0.002 0.00
C 3.69366 4.81951 1.04552 -0.059 -0.089 0.042 0.00
C 2.90173 4.46384 -0.22376 0.096 0.159 -0.158 0.00
C 3.82015 4.52292 -1.45382 -0.012 -0.027 0.009 0.00
C 1.74012 5.44562 -0.39259 0.149 -0.006 0.079 0.00
C 2.40002 3.09527 -0.06523 -0.077 -0.101 0.199 0.01
C 2.05213 1.94755 0.13679 -0.026 0.084 0.037 -0.07
H 3.98301 5.86940 1.01423 0.044 0.011 -0.042 0.00
H 4.59671 4.21423 1.13027 0.036 0.001 -0.004 0.00
H 3.08405 4.66103 1.93532 -0.003 0.024 0.032 0.00
H 4.34458 5.47812 -1.47240 -0.003 0.025 -0.022 0.00
H 3.24258 4.42995 -2.37327 -0.005 -0.017 -0.020 0.00
H 4.55748 3.71995 -1.43326 0.052 0.021 0.029 0.00
H 2.12697 6.44990 -0.56643 0.056 0.026 0.004 0.00
H 1.11764 5.46443 0.50214 0.071 0.011 -0.036 0.00
H 1.11948 5.16569 -1.24152 0.084 0.034 -0.015 0.00
```
Positions in Å, forces in eV/Å.